The following is a DFT calculation (ωB97M-V with the def2-TZVPD basis set) of a structure of composition C22H50F3N6O8STl in a non-equilibrium geometry.

Calculated values
E_tot: -72603.90845 eV
HOMO: -12.00 eV
spin multiplicity: 1
net charge: +2
molecular weight: 820.1 g/mol
Kohn-Sham gap: 1.0 eV

Geometry (Å):
Tl1 1.19857 4.64790 -6.02285
C1 0.72771 0.96835 2.08631
F1 1.22164 0.14659 3.04710
F2 -0.57752 0.68800 1.75803
F3 0.76941 2.28384 2.48214
S1 1.86672 0.89172 0.54732
O1 1.54073 1.84367 -0.50372
O2 3.23451 1.15434 1.04343
O3 1.74822 -0.50113 0.02796
C2 -3.92542 -4.39096 7.41524
C3 -4.87370 -4.98230 6.39853
N1 -6.06335 -5.62714 6.84603
C4 -5.78449 -6.95387 7.32788
C5 -6.94090 -7.33054 8.26664
C6 -7.21504 -5.56048 5.83967
C7 -7.05662 -6.46179 4.61448
H1 -3.29095 -5.09143 7.95828
H2 -4.70610 -3.88071 7.97941
H3 -3.28543 -3.66570 6.91273
H4 -5.19877 -4.15283 5.77051
H5 -4.22856 -5.61721 5.79125
H6 -5.56564 -7.68104 6.54594
H7 -4.90176 -6.82649 7.95451
H8 -6.70381 -8.28705 8.73244
H9 -6.94165 -6.61966 9.09292
H10 -7.96743 -7.27960 7.90369
H11 -7.21829 -4.53399 5.47307
H12 -8.12700 -5.81433 6.38004
H13 -7.82741 -6.17100 3.90074
H14 -7.10826 -7.50825 4.91508
H15 -6.08915 -6.24075 4.16366
C8 8.50261 0.17064 -5.69215
C9 7.14851 0.20431 -4.93739
O4 6.43774 1.19950 -5.08523
N2 6.90624 -0.72992 -4.05307
C10 7.76491 -1.80624 -3.53435
H16 9.30434 0.59118 -5.08513
H17 8.41613 0.89744 -6.49985
H18 8.71898 -0.84784 -6.01464
H19 6.08719 -0.50519 -3.50649
H20 8.50788 -2.15854 -4.24988
H21 7.11853 -2.65381 -3.30645
H22 8.47511 -1.47150 -2.77826
C11 -2.89893 6.71312 1.44146
C12 -1.59626 7.00815 0.79053
O5 -1.40170 6.66939 -0.35080
N3 -0.58927 7.56198 1.48125
C13 -0.56881 8.18176 2.77674
H23 -3.48833 5.93443 0.95736
H24 -3.48030 7.62917 1.54612
H25 -2.77283 6.22460 2.40767
H26 0.30070 7.68044 1.01861
H27 -1.57965 8.43176 3.09894
H28 0.02397 9.09647 2.78010
H29 -0.13820 7.43496 3.44379
C14 -6.05451 2.43084 -3.27612
C15 -4.88041 1.47531 -3.18472
O6 -3.84662 1.73952 -3.75612
N4 -5.19368 0.36099 -2.51317
C16 -4.45618 -0.82197 -2.40456
H30 -5.70491 3.41295 -3.59446
H31 -6.61870 2.54317 -2.35028
H32 -6.71400 2.12709 -4.08907
H33 -5.98994 0.36955 -1.89188
H34 -5.01691 -1.24101 -1.56904
H35 -3.42616 -0.55176 -2.17185
H36 -4.48116 -1.30854 -3.37962
C17 1.14221 -3.74798 -8.45921
C18 1.51291 -3.06789 -7.09917
O7 1.27206 -1.86294 -6.85429
N5 1.96919 -3.83233 -6.05021
C19 2.55101 -5.12086 -6.24355
H37 0.88884 -3.01863 -9.22861
H38 0.23072 -4.27319 -8.17382
H39 1.87593 -4.44755 -8.85964
H40 2.11647 -3.40839 -5.14539
H41 2.69255 -5.43938 -5.21078
H42 3.60060 -5.07165 -6.53344
H43 2.05002 -5.84588 -6.88498
C20 6.31617 7.58252 0.66255
C21 6.22951 6.51765 -0.47518
O8 5.21545 6.42055 -1.19281
N6 7.18378 5.56683 -0.65116
C22 8.24643 5.38911 0.27149
H44 5.88801 7.23039 1.60106
H45 5.70395 8.42992 0.35401
H46 7.32806 7.97071 0.77866
H47 6.91725 4.78185 -1.22812
H48 8.94588 6.22508 0.26672
H49 8.78661 4.47918 0.01010
H50 7.81095 5.10468 1.22939

***

The following is a DFT calculation (ωB97M-V with the def2-TZVPD basis set) of a cluster of 7 separate species, C22H50FN10O6 in total in a non-equilibrium geometry.

Calculated values
E_tot: -53522.77078 eV
HOMO: -11.09 eV
spin multiplicity: 1
net charge: +1
ΔE to the lowest compared entry with this formula, charge and spin: 223.6 kJ/mol
molecular weight: 569.7 g/mol
Kohn-Sham gap: 8.0 eV

Geometry (Å):
C1 2.65698 -1.79919 -1.84827
C2 3.17324 -0.73953 -2.96213
F1 4.49108 -0.25274 -2.71157
C3 2.07448 0.39763 -3.22864
N1 2.17982 1.59636 -2.35102
N2 3.27971 2.28588 -1.89996
C4 2.95831 3.41412 -1.05912
N3 1.49908 3.44045 -0.98159
C5 1.08921 2.30750 -1.78759
C6 -0.48870 2.09873 -1.83098
C7 -1.08744 1.72142 -3.26913
C8 -2.36078 0.75210 -3.23821
C9 -2.23032 -0.51010 -2.25968
C10 -3.44305 -1.55870 -2.36622
N4 -3.17024 -2.50140 -3.50842
H1 3.25407 -2.75297 -2.02837
H2 1.57409 -2.04200 -2.14853
H3 2.75527 -1.37210 -0.80098
H4 3.23857 -1.35262 -3.93758
H5 2.17557 0.72244 -4.31567
H6 1.05116 -0.09218 -3.03245
H7 3.67206 4.13723 -0.53269
H8 0.87790 4.08941 -0.47098
H9 -0.95487 3.11427 -1.54372
H10 -0.75981 1.38323 -0.98802
H11 -1.44972 2.71289 -3.73609
H12 -0.33482 1.29235 -4.00909
H13 -2.61945 0.34114 -4.28541
H14 -3.27979 1.35134 -2.87900
H15 -1.19126 -0.99085 -2.36037
H16 -2.27237 -0.09384 -1.18128
H17 -4.44749 -1.02359 -2.41393
H18 -3.45559 -2.16997 -1.38506
H19 -2.15622 -2.38262 -3.69476
H20 -3.34455 -3.45013 -3.15453
O1 -7.19208 -1.00440 -2.10015
C11 -7.59713 -1.43611 -3.16999
N5 -8.59817 -0.80945 -3.84295
C12 -7.03698 -2.66908 -3.82106
H21 -8.96304 -1.12754 -4.72427
H22 -8.99062 0.02074 -3.42600
H23 -7.17508 -3.52019 -3.15049
H24 -5.97153 -2.51907 -4.00826
H25 -7.53176 -2.88747 -4.76927
O2 1.93108 2.49179 2.49241
C13 2.22135 1.35921 2.12989
N6 2.22716 1.03293 0.80893
C14 2.58750 0.25935 3.08310
H26 2.45806 0.11962 0.45947
H27 1.98269 1.75674 0.15038
H28 1.75170 0.08544 3.76419
H29 3.46671 0.56032 3.65169
H30 2.81245 -0.67229 2.56141
O3 4.26085 -2.03962 5.19986
C15 3.91570 -1.57590 6.27468
N7 2.79103 -2.01525 6.89821
C16 4.68809 -0.50114 6.98681
H31 2.46903 -1.66243 7.78311
H32 2.25612 -2.73661 6.43931
H33 4.74086 0.38178 6.34730
H34 5.69630 -0.86429 7.19252
H35 4.21818 -0.22101 7.93148
O4 -7.62970 -5.79645 -1.40207
C17 -7.97457 -5.32429 -0.33118
N8 -9.10782 -5.74862 0.28896
C18 -7.19371 -4.25432 0.38186
H36 -9.43036 -5.38869 1.17060
H37 -9.64848 -6.46570 -0.16993
H38 -7.12770 -3.37340 -0.26032
H39 -6.19064 -4.62805 0.59450
H40 -7.66558 -3.96549 1.32300
O5 3.65462 6.20011 0.53042
C19 2.69554 6.56649 1.19768
N9 2.22892 5.81190 2.22601
C20 1.96619 7.85636 0.94156
H41 1.44540 6.07369 2.79981
H42 2.70176 4.93946 2.41851
H43 1.56409 7.84310 -0.07308
H44 2.66538 8.68741 1.04646
H45 1.14197 8.00297 1.64189
O6 5.49543 -0.00748 3.24312
C21 6.35158 -0.76678 2.81371
N10 6.32980 -2.09183 3.11318
C22 7.48235 -0.30921 1.93310
H46 7.01461 -2.74864 2.78062
H47 5.57907 -2.42828 3.70474
H48 8.06891 0.44002 2.46742
H49 7.06986 0.13024 1.02315
H50 8.14046 -1.13454 1.65497

***

The following is a DFT calculation (ωB97M-V with the def2-TZVPD basis set) of a structure of composition C22H50MgP2Si2 in a non-equilibrium geometry.

Calculated values
E_tot: -63402.71655 eV
HOMO: -7.41 eV
spin multiplicity: 1
net charge: 0
ΔE to the lowest compared entry with this formula, charge and spin: 0.0 kJ/mol
molecular weight: 457.1 g/mol
Kohn-Sham gap: 7.8 eV

Geometry (Å):
P1 -5.55773 3.05502 -1.67014
P2 -5.79804 0.27402 -3.05095
C1 -6.91022 2.86412 -2.95863
C2 -7.30567 1.39168 -3.12926
H1 -6.53282 3.28898 -3.90786
H2 -7.78476 3.45053 -2.62739
H3 -8.00147 1.07010 -2.33135
H4 -7.79143 1.24422 -4.10949
C3 -5.51063 0.22320 -4.87578
H5 -4.78752 -0.57395 -5.08870
H6 -5.08845 1.18235 -5.20117
H7 -6.45072 0.02983 -5.41257
C4 -6.74478 -1.29378 -2.88485
H8 -7.52049 -1.37895 -3.66002
H9 -7.20952 -1.31099 -1.89007
H10 -6.03926 -2.13031 -2.96367
C5 -5.16304 4.80350 -2.08425
H11 -4.46736 5.18330 -1.32570
H12 -6.07043 5.42483 -2.10976
H13 -4.66977 4.82356 -3.06498
C6 -6.70118 3.37680 -0.25383
H14 -7.18338 2.43576 0.03904
H15 -7.46518 4.11743 -0.53219
H16 -6.10527 3.75121 0.58784
Mg1 0.68709 -0.77449 0.41496
C7 -2.00841 -1.12865 -0.78086
C8 -1.46609 -0.59915 -1.89062
C9 -1.87881 0.68596 -2.53256
C10 -1.14885 1.98002 -2.07885
C11 -0.98908 2.22294 -0.60906
C12 -1.82769 1.81765 0.34951
C13 -3.10483 1.06431 0.13425
C14 -3.06799 -0.48647 0.05591
C15 1.24457 0.93378 1.52909
H17 -1.65890 -2.11743 -0.39339
H18 -0.63190 -1.11787 -2.39810
H19 -2.96307 0.85887 -2.50320
H20 -1.62656 0.59553 -3.59887
H21 -0.13885 1.97994 -2.51652
H22 -1.68258 2.82117 -2.55285
H23 -0.05810 2.73433 -0.31036
H24 -1.56525 2.03620 1.39645
H25 -3.64732 1.45181 -0.74242
H26 -3.73510 1.28515 1.00722
H27 -2.93546 -0.88346 1.07486
H28 -4.09538 -0.79299 -0.23068
H29 1.78838 0.38670 2.31428
H30 0.47728 1.57196 1.96666
H31 1.94127 1.54774 0.94868
C16 0.43413 -3.76042 1.03895
Si1 1.31511 -3.50489 -0.62174
C17 2.63629 -4.85598 -0.76637
C18 0.14109 -3.87296 -2.04362
C19 2.08830 -1.83067 -0.77252
Si2 3.69086 -1.57646 0.09895
C20 5.01165 -2.29338 -1.04677
C21 4.27542 0.18104 0.42242
C22 3.75893 -2.43912 1.79099
H32 0.12881 -4.81815 1.08613
H33 -0.47882 -3.16231 1.19541
H34 1.10524 -3.57256 1.88818
H35 2.11872 -5.82571 -0.71698
H36 3.14379 -4.78444 -1.73962
H37 3.38929 -4.83097 0.03348
H38 -0.80880 -3.32904 -1.98722
H39 0.60710 -3.62624 -3.00717
H40 -0.09456 -4.94605 -2.04054
H41 2.01527 -1.36136 -1.77068
H42 4.97610 -1.79149 -2.02421
H43 6.00021 -2.12166 -0.59932
H44 4.89505 -3.36932 -1.21674
H45 3.79534 0.64951 1.28724
H46 5.35070 0.14256 0.65069
H47 4.13104 0.83463 -0.44702
H48 3.09835 -1.94332 2.51925
H49 3.49267 -3.50481 1.76118
H50 4.79275 -2.35735 2.16522

***

> Among the records above, which one has the lowest molecular weight?

C22H50MgP2Si2